(1)
Molecular formula: C22H26AgN2O
Method: DFT, ωB97M-V with the def2-TZVPD basis set

## Properties
**Molar mass**: 442.331 g mol⁻¹
**Highest occupied orbital energy**: -10.33 eV
**E_LUMO**: -6.1 eV
**E_tot**: -32245.3004 eV
**Frontier orbital gap**: 4.204 eV
**Net charge**: +1

Geometry (Å):
C  -4.66541  3.49632  -0.39640
C  -4.19998  2.62817  0.32604
C  -3.80683  1.76769  1.57801
C  -3.20279  0.38857  1.09637
C  -4.08486  -0.51465  0.31243
C  -3.61614  -1.86899  -0.21626
N  -4.53619  -2.60048  -0.97685
C  -3.94073  -3.76645  -1.38493
C  -2.54930  -4.23447  -1.04845
N  -1.67794  -3.49270  -0.29494
C  -2.22345  -2.26985  0.11043
C  -1.31700  -1.34647  0.91854
C  0.12784  -1.83743  1.20476
C  1.07881  -2.31082  1.81878
C  -1.76458  -0.00901  1.41827
C  -0.75176  0.89115  2.19605
C  -0.47132  2.31368  1.54250
C  -0.27188  2.30661  -0.03198
C  1.24661  2.25960  -0.51931
C  1.50071  0.79826  -1.14068
C  2.78616  0.74152  -2.07859
C  3.34436  -0.75721  -2.04945
C  4.55807  -0.99089  -1.04546
O  4.77048  0.05945  -0.11124
C  3.92986  -0.09697  1.06372
H  -4.96393  4.07267  -1.30925
H  -3.06530  2.34899  2.18979
H  -4.69881  1.58414  2.25976
H  -5.13811  -0.18855  0.05749
H  -4.56312  -4.44669  -2.04316
H  -2.18128  -5.22932  -1.43007
H  2.08199  -2.46437  2.28472
H  0.24277  0.40832  2.40696
H  -1.21792  1.09210  3.21902
H  0.51267  2.67989  1.98932
H  -1.22604  3.11323  1.82169
H  -0.69545  3.29446  -0.41158
H  -0.83327  1.50128  -0.58252
H  2.00214  2.53916  0.26708
H  1.31340  2.96511  -1.41129
H  1.51653  0.06034  -0.28807
H  0.61660  0.53025  -1.80299
H  3.54869  1.51865  -1.78870
H  2.50659  0.94330  -3.16310
H  3.70244  -1.05514  -3.08762
H  2.44926  -1.42875  -1.84101
H  4.35482  -1.96874  -0.50229
H  5.52030  -1.13862  -1.68409
H  3.47578  0.89729  1.36122
H  4.52245  -0.47597  1.95109
H  3.11657  -0.84421  0.83524
Ag  6.83754  -1.86346  -1.58901

Force components x, y, z for each atom (eV/Å):
C 0.6 -0.9 -1.1
C -0.5 0.4 1.8
C 0.1 0.0 -1.2
C -0.2 -2.2 -1.0
C 2.6 0.2 0.9
C 0.2 2.5 1.4
N 4.0 -2.1 0.4
C 0.1 0.1 0.2
C -0.3 1.8 0.7
N -3.1 0.1 -1.4
C 0.2 0.7 0.5
C -0.4 1.2 -0.1
C -1.9 -0.1 1.2
C 0.4 1.1 -0.7
C -0.4 -2.7 -1.8
C -1.0 0.8 0.6
C 0.7 0.1 -0.3
C 0.3 1.4 0.0
C -1.1 -1.0 -1.6
C 0.1 1.1 -0.1
C -0.2 -0.8 0.0
C 0.2 0.3 -1.2
C -2.2 -0.4 1.3
O -0.1 -1.0 -0.3
C -0.5 -0.3 0.7
H 0.4 -0.7 1.7
H -0.7 -0.6 -0.7
H 0.9 0.3 -1.1
H 1.4 -0.5 0.4
H 0.8 0.9 0.9
H -0.6 1.3 0.5
H -1.7 -0.1 -0.7
H -1.3 0.0 -0.5
H 0.6 -0.3 -1.1
H -1.3 -0.4 -0.4
H 0.7 -1.2 -0.3
H 0.4 -1.3 0.5
H 0.4 0.7 0.9
H -0.8 -0.3 -0.8
H 0.2 -0.6 1.3
H 0.2 0.6 -1.0
H 0.9 0.3 1.0
H -0.7 -1.0 -0.2
H 0.2 -0.1 1.5
H -0.4 0.4 1.2
H 1.4 0.6 0.1
H 0.4 0.9 -0.5
H -3.3 2.3 -0.4
H 0.6 -1.1 -0.6
H -0.4 0.4 -1.1
H 0.7 1.0 0.4
Ag 3.4 -1.8 0.3

(2)
Molecular formula: C22H21BeIN2
Method: DFT, ωB97M-V with the def2-TZVPD basis set

## Properties
**Molar mass**: 449.340 g mol⁻¹
**Highest occupied orbital energy**: -5.54 eV
**E_LUMO**: -2.4 eV
**E_tot**: -34636.9625 eV
**Frontier orbital gap**: 3.138 eV
**Relative energy (zero: lowest compared OMol25 entry of this formula, charge and spin)**: 0.0 kJ/mol

Geometry (Å):
C  -0.60377  0.46479  4.22222
C  -1.01527  1.72438  3.77689
H  -1.32300  -0.42415  4.12816
H  -0.36884  0.55292  5.32951
H  0.25424  0.11147  3.57389
H  -2.12456  1.91424  3.61051
H  -0.85897  2.45264  4.60625
H  -0.43489  1.99455  2.81735
C  -0.45670  -2.99695  -0.10048
C  -1.16338  -4.18023  -0.33137
C  -2.25376  -4.17092  -1.20832
C  -2.65884  -2.97406  -1.81263
H  0.42182  -2.93723  0.55208
H  -0.83892  -5.09261  0.16963
H  -2.79551  -5.09024  -1.43014
H  -3.48675  -2.89099  -2.50380
N  -0.84920  -1.83704  -0.67987
C  -1.94203  -1.80447  -1.50229
C  -2.28546  -0.45955  -1.94371
N  -1.43683  0.49620  -1.42485
C  -1.65593  1.80276  -1.66025
C  -3.59815  1.25332  -2.98828
C  -2.74650  2.21612  -2.41519
H  -0.93830  2.49431  -1.21089
H  -2.92142  3.27917  -2.56039
C  -3.35591  -0.09826  -2.74729
H  -3.98178  -0.90006  -3.15976
H  -4.44212  1.55719  -3.60456
Be  -0.19206  -0.30505  -0.72241
I  -3.61147  -0.00504  3.45413
C  4.05381  1.75869  1.91990
C  2.70689  1.48703  2.25512
C  1.84493  0.92630  1.30972
C  2.30717  0.60754  0.00042
C  1.47703  0.04179  -0.98335
C  1.95765  -0.24288  -2.23619
C  3.31626  0.04218  -2.57583
C  4.16437  0.60197  -1.64169
C  3.69646  0.89573  -0.33524
C  4.53363  1.47209  0.64861
H  4.70819  2.20279  2.67158
H  2.33086  1.71968  3.25467
H  0.79749  0.70774  1.55031
H  1.32100  -0.68464  -3.00185
H  3.66097  -0.18977  -3.58038
H  5.21219  0.82379  -1.88230
H  5.57540  1.68272  0.39236

Force components x, y, z for each atom (eV/Å):
C 1.7 -5.6 1.9
C -1.7 5.5 -1.9
H 0.9 1.7 0.2
H 0.3 -0.7 -1.3
H -0.2 0.2 1.3
H 1.6 -0.7 -0.2
H 0.6 0.1 -0.9
H -1.0 0.3 1.4
C -0.5 0.5 -0.5
C 0.1 0.3 -0.1
C 0.1 0.3 -0.1
C 0.9 0.7 0.5
H -0.4 0.0 -0.3
H -0.2 0.3 -0.2
H 0.2 0.2 0.1
H 0.0 -0.3 0.1
N -0.9 -0.8 -0.2
C 0.2 -1.9 0.7
C 0.2 2.0 0.1
N -1.4 -0.2 -0.8
C 0.0 -0.6 0.1
C 0.6 0.3 0.4
C -0.3 -0.3 -0.3
H -0.3 -0.2 -0.2
H 0.0 -0.3 0.0
C 0.0 -0.5 0.0
H 0.2 0.6 0.1
H 0.2 0.0 0.2
Be 1.3 0.1 0.2
I -2.0 -0.9 -0.8
C 0.1 -0.2 -0.6
C -0.8 -0.4 -0.6
C 0.8 0.2 0.3
C 1.8 0.6 0.1
C -1.6 -0.4 0.2
C 1.0 0.3 0.0
C 0.0 0.1 0.3
C -0.2 -0.3 -0.4
C -1.0 -0.1 0.5
C -0.1 0.1 0.7
H -0.1 -0.1 -0.3
H 0.1 -0.1 -0.3
H 0.4 0.1 0.1
H 0.0 0.0 0.1
H 0.1 0.1 0.2
H -0.5 -0.1 0.0
H -0.3 0.0 0.1

(3)
Molecular formula: C5H12N2
Method: DFT, ωB97M-V with the def2-TZVPD basis set

## Properties
**Molar mass**: 100.165 g mol⁻¹
**Spin multiplicity**: 2
**Highest occupied orbital energy (alpha / beta)**: -13.40 / -13.40 eV
**E_LUMO (alpha / beta)**: -4.3 / -6.7 eV
**E_tot**: -8350.1384 eV
**Frontier orbital gap (alpha / beta)**: 9.053 / 6.721 eV
**Relative energy (zero: lowest compared OMol25 entry of this formula, charge and spin)**: 234.5 kJ/mol
**Net charge**: +1

Geometry (Å):
C  -1.30125  -0.96057  -0.34484
C  -0.21385  -0.28259  -1.15621
C  0.55778  0.78440  -0.31146
C  0.05590  2.09559  -0.37264
C  1.79278  -0.93652  0.92997
N  1.55859  0.45902  0.51298
N  -2.30273  -0.09546  0.25302
H  -0.71966  -1.29853  0.52124
H  -1.64299  -1.86346  -0.86572
H  -0.38185  0.20605  -2.11870
H  0.66481  -0.92142  -1.36696
H  -0.46928  2.28161  -1.30197
H  -0.40872  2.52726  0.51414
H  1.04081  -1.56796  1.40932
H  2.39412  -1.54178  0.22823
H  2.57409  -0.82824  1.68232
H  1.67309  1.10034  1.29056
H  -2.03402  0.52353  0.99523
H  -2.83762  0.31869  -0.49852

Force components x, y, z for each atom (eV/Å):
C 1.1 0.3 2.0
C 3.6 1.3 -0.4
C 0.2 -1.1 0.4
C -1.5 -0.1 -0.2
C 2.9 -0.6 0.6
N -3.1 -1.1 0.0
N -0.5 -1.0 -1.9
H -0.4 -0.6 -0.2
H -0.4 0.5 0.1
H -0.8 -0.1 0.1
H -0.8 -0.7 -0.2
H 0.2 0.6 0.0
H 0.7 0.4 0.0
H -0.5 0.7 -0.5
H -0.9 0.5 -0.4
H -0.1 0.0 0.4
H 0.6 0.4 -0.4
H 0.1 0.1 0.0
H -0.4 0.5 0.6

(4)
Molecular formula: C41H47CrF5N4P3S
Method: DFT, ωB97M-V with the def2-TZVPD basis set

## Properties
**Molar mass**: 867.830 g mol⁻¹
**Spin multiplicity**: 5
**Highest occupied orbital energy (alpha / beta)**: -9.14 / -9.54 eV
**E_LUMO (alpha / beta)**: -2.6 / -2.6 eV
**E_tot**: -129943.3645 eV
**Frontier orbital gap (alpha / beta)**: 6.557 / 6.957 eV
**Relative energy (zero: lowest compared OMol25 entry of this formula, charge and spin)**: 101.5 kJ/mol
**Net charge**: +1

Geometry (Å):
Cr  1.23071  0.00264  1.15788
C  3.07802  -0.20862  3.76732
C  4.16544  0.34038  3.04231
C  3.70315  1.40202  2.28941
C  2.28041  1.52521  2.48472
C  1.94181  0.51687  3.46844
H  3.12684  -1.06408  4.42422
H  5.18133  -0.02993  3.06864
H  4.32377  2.11668  1.76655
H  1.75650  2.46766  2.39141
H  1.00254  0.46092  4.00133
C  -6.45827  -0.27747  -2.93809
S  -6.66999  0.83194  -1.53515
C  -5.61658  -0.01180  -0.33574
C  -4.14136  0.34293  -0.46712
C  -3.27981  -0.48028  0.48202
N  -1.86372  -0.07463  0.43548
P  -1.06275  0.84235  1.64795
C  -2.28356  1.28368  2.89560
C  -2.24481  0.61063  4.11568
C  -3.19810  0.87330  5.09108
C  -4.19443  1.80428  4.84135
C  -4.23895  2.47803  3.62367
C  -3.28457  2.22607  2.65205
C  -0.80286  2.47610  0.82967
C  -0.88407  2.62056  -0.54937
C  -0.60107  3.84359  -1.15281
C  -0.22615  4.92987  -0.37877
C  -0.15086  4.79571  1.00489
C  -0.44000  3.58080  1.60309
P  -0.67415  -1.03636  -0.35470
C  -1.33132  -1.09182  -2.05387
C  -0.96256  -0.11598  -2.97958
C  -1.53611  -0.07620  -4.24285
C  -2.48151  -1.02772  -4.60144
C  -2.84575  -2.01304  -3.69428
C  -2.27585  -2.04700  -2.42904
C  -0.91063  -2.72035  0.27985
C  -1.33803  -2.89488  1.59238
C  -1.34525  -4.15645  2.16942
C  -0.90770  -5.25184  1.44128
C  -0.47970  -5.08732  0.12969
C  -0.48168  -3.82859  -0.44719
H  -7.07696  0.10641  -3.74763
H  -6.79601  -1.28310  -2.68777
H  -5.42211  -0.30609  -3.27630
H  -5.77001  -1.08934  -0.44465
H  -5.99368  0.26802  0.65019
H  -4.00718  1.40512  -0.24425
H  -3.81177  0.18844  -1.49750
H  -3.34974  -1.54534  0.25104
H  -3.65313  -0.36191  1.50249
H  -1.46584  -0.11954  4.30693
H  -3.15918  0.35530  6.03992
H  -4.93923  2.01238  5.59842
H  -5.01714  3.20587  3.43496
H  -3.31577  2.76495  1.71286
H  -1.22542  1.78877  -1.14924
H  -0.69577  3.95016  -2.22687
H  -0.01837  5.88489  -0.84336
H  0.12525  5.64404  1.61734
H  -0.38989  3.49611  2.68345
H  -0.24218  0.64688  -2.71045
H  -1.24938  0.69722  -4.94386
H  -2.92988  -1.00334  -5.58612
H  -3.57979  -2.75966  -3.96896
H  -2.57027  -2.82338  -1.73435
H  -1.65669  -2.04281  2.18239
H  -1.68415  -4.28070  3.18941
H  -0.88783  -6.23257  1.89788
H  -0.13003  -5.93946  -0.43788
H  -0.12937  -3.71097  -1.46517
F  1.71182  -2.29185  2.00760
C  2.78067  -2.18873  1.08175
F  2.14910  -2.58849  -0.17329
C  3.65495  -3.40144  1.37149
F  2.98676  -4.53183  1.65456
F  4.43833  -3.66096  0.29836
F  4.47281  -3.15328  2.40727
C  5.04168  -0.57067  -2.72898
N  3.66610  -0.00460  -3.11658
C  3.80661  1.50918  -3.30725
N  4.34024  2.11754  -2.14384
C  5.63412  1.52460  -1.80049
N  5.53746  0.08397  -1.57717
C  4.81401  -0.27114  -0.34702
P  3.08360  0.36825  -0.37150
C  2.65304  -0.31964  -2.04930
C  3.41537  2.08896  -0.99653
H  5.68887  -0.40221  -3.59040
H  4.90528  -1.63726  -2.55723
H  3.37200  -0.42767  -3.99722
H  2.81112  1.88906  -3.53420
H  4.46778  1.64766  -4.16295
H  6.00775  1.99732  -0.89456
H  6.33713  1.71269  -2.61324
H  5.32945  0.14445  0.51548
H  4.77847  -1.35016  -0.21906
H  1.69364  0.07957  -2.36896
H  2.57060  -1.40334  -1.96657
H  3.84881  2.68359  -0.19634
H  2.46559  2.56223  -1.26420

Force components x, y, z for each atom (eV/Å):
Cr 0.6 0.0 0.5
C 0.2 -0.1 -0.1
C 0.0 -0.1 0.0
C -0.1 0.1 0.1
C 0.0 -0.2 0.3
C 0.0 0.5 0.1
H 0.0 0.0 0.0
H 0.0 0.0 0.0
H 0.0 0.0 -0.1
H 0.0 0.0 -0.1
H -0.1 -0.1 -0.1
C 0.0 0.0 -0.1
S -0.1 0.0 0.0
C 0.0 0.0 0.0
C -0.1 0.0 0.0
C -0.1 0.4 -0.2
N 0.2 -0.6 0.4
P -0.1 0.8 -0.9
C 0.1 -0.4 0.2
C 0.0 0.0 0.0
C 0.0 0.0 0.0
C 0.0 0.0 0.0
C 0.0 0.0 0.0
C -0.1 0.0 0.1
C -0.1 0.0 0.2
C -0.1 0.1 -0.1
C 0.0 -0.1 0.0
C 0.0 0.0 0.1
C 0.0 0.0 -0.1
C 0.0 0.0 0.0
P -0.5 0.1 0.5
C 0.2 -0.2 -0.1
C 0.0 0.0 -0.1
C 0.0 0.0 0.1
C 0.0 0.0 0.0
C 0.0 0.0 0.0
C 0.0 0.0 -0.1
C 0.0 0.0 0.0
C 0.0 0.0 0.1
C 0.0 0.0 0.0
C 0.0 0.0 0.0
C 0.0 0.0 0.1
C 0.0 0.0 0.0
H 0.0 0.0 0.0
H 0.0 0.0 0.0
H 0.0 0.0 0.0
H 0.0 0.0 0.0
H 0.0 0.0 0.0
H 0.0 0.0 0.0
H 0.0 0.0 0.0
H 0.0 0.0 0.0
H 0.0 0.0 0.0
H 0.0 0.0 0.0
H 0.0 0.0 0.0
H 0.0 0.0 0.0
H 0.0 0.0 0.0
H 0.0 0.0 0.0
H 0.0 0.0 0.0
H 0.0 0.0 0.0
H 0.0 0.0 0.0
H 0.0 0.0 0.0
H 0.0 0.0 0.0
H 0.0 0.0 0.0
H 0.0 0.0 0.0
H 0.0 0.0 0.0
H 0.0 0.0 0.0
H 0.0 0.0 0.0
H 0.0 0.0 0.0
H 0.0 0.0 0.0
H 0.0 0.0 0.0
H 0.0 0.0 0.0
H 0.0 0.0 0.0
F -0.1 -0.2 -0.1
C -0.3 0.1 -0.5
F 0.0 -0.1 0.2
C 0.0 0.1 0.2
F 0.0 0.0 -0.1
F 0.1 0.0 0.0
F -0.1 0.0 0.0
C 0.0 0.0 0.0
N 0.0 0.0 0.1
C 0.0 -0.1 0.1
N 0.0 0.1 0.1
C -0.1 -0.1 0.0
N 0.0 0.0 0.0
C 0.1 0.2 0.0
P -0.1 0.1 -0.4
C 0.1 -0.2 -0.1
C 0.1 -0.1 -0.1
H 0.0 0.0 0.0
H 0.0 0.0 0.0
H 0.0 0.0 0.0
H 0.0 0.0 0.0
H 0.0 0.0 0.0
H 0.0 0.0 0.0
H 0.0 0.0 0.0
H 0.0 0.0 0.0
H 0.0 0.0 0.0
H 0.0 0.0 -0.1
H 0.0 0.0 0.0
H 0.0 0.0 0.0
H 0.0 0.0 0.0

(5)
Molecular formula: C17H23O3Zr
Method: DFT, ωB97M-V with the def2-TZVPD basis set

## Properties
**Molar mass**: 366.592 g mol⁻¹
**Highest occupied orbital energy (alpha / beta)**: -0.14 / -0.14 eV
**E_LUMO (alpha / beta)**: 2.5 / 2.5 eV
**E_tot**: -25425.6221 eV
**Frontier orbital gap (alpha / beta)**: 2.649 / 2.651 eV
**Net charge**: -1

Geometry (Å):
Zr  0.04371  -0.11985  0.84838
C  0.77696  -1.93228  2.46947
C  -0.64502  -2.05344  2.51132
C  -1.10412  -2.41537  1.20938
H  -1.25817  -1.99107  3.41015
C  0.03861  -2.53197  0.34759
C  1.20454  -2.25672  1.13745
H  2.23255  -2.42633  0.82315
H  1.42598  -1.75046  3.32787
H  -2.12916  -2.66905  0.94256
H  0.03735  -2.91710  -0.67135
C  1.79240  1.65833  1.55738
C  2.40764  0.39992  1.27722
C  2.24877  0.13502  -0.13120
H  3.01305  -0.16956  1.98183
C  1.54339  1.23799  -0.70155
C  1.25292  2.17097  0.33694
H  0.78093  3.14464  0.20873
H  1.84846  2.19359  2.50567
H  2.70257  -0.67744  -0.69910
H  1.37603  1.39197  -1.76624
O  -0.93753  0.04764  -0.85010
C  -0.70077  0.05230  -3.53886
C  -2.02995  0.24069  -2.96459
C  -0.16311  -1.29206  -3.72319
C  -0.04480  1.19676  -4.18995
C  -1.90293  0.81137  -1.54084
H  -2.56053  -0.72017  -2.91027
H  -2.62167  0.94386  -3.56332
H  -1.57268  1.86019  -1.58424
H  -2.86890  0.76649  -1.02008
H  -0.63223  -1.81840  -4.57780
H  -0.32485  -1.91587  -2.83133
H  0.91684  -1.25410  -3.93226
H  -0.45372  1.40612  -5.19829
H  1.03085  1.00839  -4.33027
H  -0.16276  2.12413  -3.60937
C  -0.32864  0.99168  4.75374
C  -1.10220  1.42993  3.54497
O  -1.96890  2.27711  3.57448
O  -0.73141  0.78019  2.41518
H  -0.59950  1.62893  5.59316
H  0.74916  1.06199  4.56533
H  -0.57914  -0.04896  4.99225

Force components x, y, z for each atom (eV/Å):
Zr -0.4 0.3 -1.7
C -0.5 -0.9 -0.4
C 0.6 -0.6 -0.6
C 0.7 -0.1 0.2
H 0.1 0.4 -0.4
C 0.3 -0.8 1.1
C -0.8 -1.0 0.3
H -0.4 0.3 0.0
H -0.3 0.2 -0.4
H 0.3 0.4 0.0
H 0.0 0.5 0.2
C 0.8 -0.5 -0.7
C 0.4 1.2 -0.2
C 0.2 1.0 -0.1
H -0.4 0.1 -0.2
C 1.0 0.4 0.5
C 0.3 -0.7 -0.1
H -0.1 -0.5 0.1
H -0.3 -0.4 -0.2
H -0.4 0.2 0.3
H -0.5 -0.3 0.3
O -0.4 -0.2 1.8
C 0.8 0.4 0.5
C 0.6 0.0 0.3
C 0.0 0.1 -0.1
C -0.1 -0.3 0.1
C -0.1 -0.2 -0.4
H -0.2 0.0 0.1
H -0.6 0.3 -0.1
H 0.0 0.0 0.0
H -0.1 0.1 0.3
H 0.0 -0.7 -0.4
H 0.1 -0.2 -0.1
H 0.0 -0.2 0.0
H 0.0 0.5 -0.6
H 0.0 0.2 0.0
H 0.1 0.2 -0.1
C 0.1 0.0 0.3
C 0.0 -0.4 -1.8
O 0.4 -0.4 0.0
O -1.5 1.7 2.4
H 0.0 -0.1 0.0
H -0.2 -0.1 0.0
H 0.1 0.2 -0.1

(6)
Molecular formula: C2H3FO2
Method: DFT, ωB97M-V with the def2-TZVPD basis set

## Properties
**Molar mass**: 78.042 g mol⁻¹
**Highest occupied orbital energy**: -9.64 eV
**E_LUMO**: 0.1 eV
**E_tot**: -8931.9058 eV
**Frontier orbital gap**: 9.766 eV
**Relative energy (zero: lowest compared OMol25 entry of this formula, charge and spin)**: 298.1 kJ/mol

Geometry (Å):
C  1.31947  -0.18045  -0.31565
C  -0.88207  0.17283  -0.34061
O  1.42856  -0.81276  0.71146
O  -1.22847  0.95449  0.58040
F  -1.50571  -1.01357  -0.25333
H  1.26807  -0.66345  -1.30073
H  1.45908  0.91171  -0.34097
H  -1.85892  0.63121  1.25943

Force components x, y, z for each atom (eV/Å):
C 1.0 0.0 -0.1
C -0.1 -1.1 -1.3
O -0.2 0.0 0.1
O -0.6 0.9 1.3
F -0.1 0.6 0.4
H 0.0 -0.1 -0.1
H 0.0 0.0 0.0
H 0.0 -0.3 -0.2

What is the molar mass in the sixth record?
78.042 g mol⁻¹